(1)
{
  "formula": "CN2O2",
  "method": "the ωB97M-V functional and the def2-TZVPD basis",
  "elements": ["C", "N", "N", "O", "O"],
  "positions_angstrom": [[-0.296, 0.310, 0.396], [0.190, 0.465, -0.966], [0.726, -0.735, -0.857], [-1.056, 0.842, 1.072], [0.425, -0.945, 0.510]],
  "nbo_charge": [0.838, -0.261, 0.232, -0.418, -0.391],
  "gap_ev": 10.4,
  "de_lowest_kcal_mol": 119.5,
  "e_homo_ev": -12.102,
  "total_charge": 0
}



(2)
{
  "formula": "C4H10S",
  "method": "the ωB97M-V functional and the def2-TZVPD basis",
  "elements": ["C", "C", "C", "S", "C", "H", "H", "H", "H", "H", "H", "H", "H", "H", "H"],
  "positions_angstrom": [[-1.880, -0.595, 0.169], [-1.896, 1.019, 0.459], [-2.044, 0.809, -1.093], [1.247, -0.314, 0.255], [3.054, -0.416, -0.055], [-1.335, -1.214, -0.564], [-2.962, -0.999, 0.256], [-1.489, -0.950, 1.143], [-2.804, 1.429, 1.075], [-0.958, 1.449, 0.803], [-1.255, 0.826, -1.824], [-2.951, 0.864, -1.716], [3.354, -1.434, -0.256], [3.533, -0.046, 0.843], [3.515, 0.193, -0.727]],
  "nbo_charge": [-0.731, -0.347, -0.081, -0.673, -0.715, 0.352, 0.238, 0.363, 0.256, 0.295, 0.248, 0.224, 0.190, 0.196, 0.187],
  "gap_ev": 4.5,
  "de_lowest_kcal_mol": 143.8,
  "e_homo_ev": -6.203,
  "total_charge": 0
}